Record 1
Below is a cluster of 2 separate species, C3H10N2S in total, with properties calculated with ωB97M-V/def2-TZVPD.

Values from the calculation:
Frontier orbital gap ... 9.818 eV
LUMO level ... 0.81 eV
E_tot ... -17088.1709 eV
HOMO ... -9.01 eV

Element x y z (Å)
S (3.2297, 1.4258, 0.0387)
N (-2.9119, -0.9647, 0.8847)
N (-3.1231, -2.9033, -0.4077)
C (-2.8671, -1.6731, -0.3264)
C (1.5005, 1.0384, 0.4748)
C (0.5449, 1.1591, -0.7252)
H (-3.4916, -1.4851, 1.5371)
H (3.7032, 0.1809, 0.1049)
H (-0.4427, 0.9568, -0.3239)
H (0.6014, 2.1851, -1.0752)
H (1.2240, 1.8009, 1.1997)
H (-3.3488, -0.0672, 0.7048)
H (-3.0493, -3.2034, -1.3750)
H (0.8326, 0.5182, -1.5512)
H (1.3585, 0.0578, 0.9347)
H (-2.6747, -1.0631, -1.2119)


Record 2
Below is a cluster of 2 separate species, C3H10N3 in total, with properties calculated with ωB97M-V/def2-TZVPD.

Values from the calculation:
Frontier orbital gap ... 9.772 eV
Total charge ... +1
LUMO level ... -4.04 eV
E_tot ... -7734.1988 eV
HOMO ... -13.81 eV

Element x y z (Å)
N (1.0666, 0.0525, 0.4170)
N (-1.2132, -1.8104, 0.5442)
N (-1.5732, -0.0395, -1.1868)
C (-1.3294, -0.6419, 0.0256)
C (2.1242, 0.8310, -0.2495)
C (-1.7441, 0.7237, -0.0088)
H (-0.9580, 1.5285, 0.2173)
H (-0.6400, -2.4953, 0.1769)
H (1.5599, 1.6692, -0.6816)
H (2.8835, 1.3771, 0.4443)
H (-1.3506, -1.8940, 1.5676)
H (1.2555, -0.8910, 0.2535)
H (2.6308, 0.2314, -1.0531)
H (0.9833, 0.1970, 1.4282)
H (-0.9376, 0.0094, -1.9860)
H (-2.7578, 1.1524, 0.0914)


Record 3
Below is a cluster of 2 separate species, C3H10N3 in total, with properties calculated with ωB97M-V/def2-TZVPD.

Values from the calculation:
Frontier orbital gap ... 9.915 eV
Total charge ... +1
LUMO level ... -3.89 eV
E_tot ... -7735.1273 eV
HOMO ... -13.80 eV

Element x y z (Å)
N (-1.4172, -0.0185, -1.3482)
N (0.2814, 0.1094, 0.8901)
N (0.2227, 1.6585, -1.3911)
C (-0.4326, 0.6726, -0.8790)
C (-0.6729, -0.8097, 1.4115)
C (1.5901, -0.4123, 0.6848)
H (2.0213, -0.4951, 1.6878)
H (-0.0110, 2.0653, -2.2916)
H (-1.8027, -0.7706, -0.7942)
H (1.6268, -1.4001, 0.2129)
H (-1.8432, 0.1517, -2.2526)
H (-0.3739, -1.0067, 2.4458)
H (2.2082, 0.2944, 0.1342)
H (0.9716, 2.0815, -0.8608)
H (-0.7123, -1.7800, 0.8973)
H (-1.6564, -0.3405, 1.4529)


Record 4
Below is a cluster of 2 separate species, C3H10N3 in total, with properties calculated with ωB97M-V/def2-TZVPD.

Values from the calculation:
Frontier orbital gap ... 9.919 eV
Total charge ... +1
LUMO level ... -3.41 eV
E_tot ... -7735.4633 eV
HOMO ... -13.33 eV

Element x y z (Å)
N (-2.3135, 0.5965, -0.1875)
N (0.4301, -0.2874, 0.2077)
N (2.2909, 0.9785, -0.3190)
C (-0.2250, -1.5496, 0.0021)
C (1.7637, -0.1775, 0.0198)
C (-1.2654, 0.9612, 0.5152)
H (-2.8607, -0.1725, -0.0065)
H (-2.1579, 0.9270, -1.1049)
H (2.5154, -0.9807, -0.0531)
H (-0.8657, 1.9486, 0.2352)
H (-0.3013, -1.9529, -1.0525)
H (3.3192, 1.0964, -0.2906)
H (1.7241, 1.8092, -0.4010)
H (-1.2863, -1.4468, 0.2558)
H (-1.0575, 0.6182, 1.5663)
H (0.2900, -2.3682, 0.6130)


Record 5
Below is a cluster of 2 separate species, C3H10N3O in total, with properties calculated with ωB97M-V/def2-TZVPD.

Values from the calculation:
Frontier orbital gap (alpha / beta) ... 6.232 / 6.230 eV
Total charge ... -1
LUMO level (alpha / beta) ... 4.32 / 4.32 eV
E_tot ... -9786.8118 eV
HOMO (alpha / beta) ... -1.91 / -1.91 eV

Element x y z (Å)
O (-0.0268, 2.4399, -0.1696)
N (0.4191, -0.3324, -0.4626)
N (-0.7592, 1.4164, 0.0269)
N (-0.9180, 1.1837, 1.3762)
C (1.7856, 0.0245, -0.3972)
C (-0.1179, -0.4553, -1.8281)
C (-1.5186, -0.0597, 1.6414)
H (-0.9148, -0.8672, 1.2885)
H (0.2349, -1.3161, -2.3314)
H (2.4617, -0.4941, -1.1872)
H (2.1290, -0.2944, 0.6043)
H (0.1833, 0.5592, -2.4249)
H (-2.5385, -0.2363, 1.1154)
H (-1.6306, -0.0716, 2.7199)
H (-1.2071, -0.4204, -1.8051)
H (-0.1337, 1.4258, 1.9084)
H (2.1130, 1.1082, -0.5060)


Record 6
Below is the ion C3H10N3O with charge +1, with properties calculated with ωB97M-V/def2-TZVPD.

Values from the calculation:
Frontier orbital gap ... 11.195 eV
Total charge ... +1
LUMO level ... -3.37 eV
E_tot ... -9781.8899 eV
HOMO ... -14.56 eV

Element x y z (Å)
O (-3.0924, 0.2399, 0.3967)
N (-0.9359, 0.7758, -0.3985)
N (1.3654, 0.4914, 0.1642)
N (1.6252, 1.7394, -0.2595)
C (-0.0939, -0.1076, 0.4527)
C (-2.2065, 0.9381, -0.3425)
C (-0.1380, -1.5463, 0.1194)
H (1.6849, 0.3761, 1.1322)
H (-2.6250, 1.6101, -1.0964)
H (0.5683, -2.1534, 0.8061)
H (-1.0906, -2.0735, 0.4910)
H (-2.8155, -0.3842, 1.0848)
H (1.5939, 1.8210, -1.3061)
H (1.7088, -0.2123, -0.4616)
H (0.8651, 2.3981, 0.0135)
H (-0.3504, 0.0066, 1.4805)
H (0.2749, -1.8409, -0.7856)


Record 7
Below is the ion C3H10N3O2 with charge +1, with properties calculated with ωB97M-V/def2-TZVPD.

Values from the calculation:
Frontier orbital gap ... 6.835 eV
Total charge ... +1
LUMO level ... -6.29 eV
E_tot ... -11825.9477 eV
HOMO ... -13.12 eV

Element x y z (Å)
O (1.0093, 0.8136, -1.3876)
O (2.8710, -0.9389, 0.8230)
N (1.0034, 0.2107, -0.1784)
N (-2.4563, -0.5504, 0.4523)
N (2.4009, -0.6340, -0.1928)
C (-0.0890, -0.8028, -0.2093)
C (-1.4628, -0.2408, -0.6189)
C (0.9823, 1.1700, 1.0097)
H (-0.0114, 1.4215, 0.9882)
H (-2.8888, -1.4424, 0.2482)
H (-3.1285, 0.0744, 0.8337)
H (1.4558, 0.8193, 1.8923)
H (-1.8527, -0.6332, -1.6476)
H (0.2378, -1.5383, -0.9504)
H (-1.5032, 0.9313, -0.7583)
H (-0.1254, -1.3103, 0.7537)
H (1.7002, 1.9259, 0.6279)
H (1.8574, 0.7245, -1.6856)


Record 8
Below is the ion C3H10N3S2 with charge +1, with properties calculated with ωB97M-V/def2-TZVPD.

Values from the calculation:
Frontier orbital gap (alpha / beta) ... 6.062 / 5.058 eV
Total charge ... +1
2S+1 ... 3
LUMO level (alpha / beta) ... -2.89 / -8.30 eV
E_tot ... -29401.4980 eV
HOMO (alpha / beta) ... -8.96 / -13.36 eV

Element x y z (Å)
S (-2.8933, 1.0949, -0.4718)
S (-1.0598, -1.9038, -0.6639)
N (2.5464, 1.0962, -0.8689)
N (0.4080, 0.4463, -0.2404)
N (2.1472, -0.9498, 0.3258)
C (-1.9823, 0.3333, 0.9405)
C (1.6924, 0.1922, -0.2612)
C (-0.7332, -0.5311, 0.4129)
H (1.4086, -1.5711, 0.3001)
H (3.5650, 1.0283, -0.5299)
H (-1.5866, 1.1174, 1.5915)
H (-3.8316, 0.1654, -0.4231)
H (3.0182, -1.2366, 0.0409)
H (-0.5873, -1.1116, 1.3757)
H (-1.8406, -1.2417, -1.5276)
H (0.0483, 1.2870, -0.5678)
H (2.2710, 2.0591, -0.9804)
H (-2.5905, -0.2745, 1.5476)


Record 9
Below is the molecule C3H10N4O, with properties calculated with ωB97M-V/def2-TZVPD.

Values from the calculation:
Frontier orbital gap ... 8.649 eV
LUMO level ... 0.41 eV
E_tot ... -11277.5305 eV
HOMO ... -8.24 eV

Element x y z (Å)
O (-1.9803, -0.1508, 0.8745)
N (0.7110, 0.6480, -0.3057)
N (0.5088, 1.1693, 0.8281)
N (-1.2917, -0.6046, -0.2468)
N (-0.1671, -0.0204, -2.3598)
C (-0.6075, -1.8506, 0.0288)
C (-0.4673, 0.4861, -1.0716)
C (1.6667, 1.1561, 1.6820)
H (1.3547, 0.8316, 2.6755)
H (-0.0388, -1.8226, 0.9654)
H (-1.4151, 0.5081, 1.3341)
H (-0.9892, -0.1060, -2.9404)
H (0.6553, 0.3851, -2.7844)
H (0.0665, -2.0492, -0.8001)
H (-1.1385, 1.3636, -1.0339)
H (-1.3616, -2.6368, 0.0869)
H (2.0307, 2.1823, 1.7671)
H (2.4634, 0.5109, 1.3002)


Record 10
Below is a cluster of 2 separate species, C3H10N4O in total, with properties calculated with ωB97M-V/def2-TZVPD.

Values from the calculation:
Frontier orbital gap ... 9.640 eV
LUMO level ... 0.67 eV
E_tot ... -11280.6276 eV
HOMO ... -8.97 eV

Element x y z (Å)
O (0.7923, 2.2624, 1.3258)
N (-0.9288, -1.5263, -2.1845)
N (2.2695, 0.3948, 0.1168)
N (-2.1395, -0.1728, -0.6814)
N (0.5822, -1.2121, 0.4909)
C (0.3427, 0.9372, 1.4870)
C (-1.5852, -1.3374, -1.1271)
C (1.0991, -0.0776, 0.6502)
H (-0.7267, 0.8370, 1.2748)
H (0.5033, 0.6967, 2.5425)
H (-2.8021, -0.1879, 0.0735)
H (-0.8243, -0.6933, -2.7651)
H (2.6655, 1.2292, 0.5223)
H (-2.1752, 0.6187, -1.3047)
H (-1.7274, -2.1795, -0.4655)
H (2.9076, -0.2632, -0.2976)
H (1.1256, -1.8590, -0.0743)
H (0.6211, 2.5331, 0.4164)


Record 11
Below is a structure of composition C3H10N4O, with properties calculated with ωB97M-V/def2-TZVPD.

Values from the calculation:
Frontier orbital gap ... 8.651 eV
LUMO level ... 0.42 eV
E_tot ... -11274.4785 eV
HOMO ... -8.23 eV

Element x y z (Å)
O (1.6471, 0.9149, 0.0906)
N (1.4201, -1.2850, -0.8560)
N (-2.2926, 1.2055, 1.1340)
N (-0.1513, -0.5959, -0.3756)
N (1.6208, 1.4453, -1.2481)
C (1.1668, -0.3914, 0.1913)
C (-1.3810, 1.5503, 0.3703)
C (-1.0285, -1.5855, 0.2210)
H (-0.8631, 0.6509, -0.4488)
H (1.3277, 0.7371, -1.9259)
H (-0.6698, 2.3784, 0.4564)
H (2.6083, 1.5969, -1.4568)
H (-0.5350, -2.1545, 1.0162)
H (-1.8758, -1.0559, 0.6624)
H (1.2818, -0.6786, 1.2411)
H (1.5679, -2.2300, -0.5023)
H (-1.3974, -2.2623, -0.5497)
H (-2.4461, 1.7596, 1.9799)


Record 12
Below is a cluster of 2 separate species, C3H10N4O2 in total, with properties calculated with ωB97M-V/def2-TZVPD.

Values from the calculation:
Frontier orbital gap ... 7.047 eV
LUMO level ... 0.86 eV
E_tot ... -13328.1318 eV
HOMO ... -6.19 eV

Element x y z (Å)
O (-1.6011, 1.0339, 1.8534)
O (-1.0244, -1.0621, 2.4450)
N (-1.3426, -0.4552, -1.1388)
N (0.4056, -1.8538, -0.3885)
N (0.3712, 1.7554, -0.9860)
N (2.1682, 0.3291, -0.5153)
C (-0.6948, 0.0640, 2.1112)
C (0.8185, 0.4925, -0.6871)
C (-0.0581, -0.5776, -0.6459)
H (0.3477, 0.4935, 2.1119)
H (-0.6362, 1.8018, -0.8359)
H (1.1597, -1.8095, 0.2957)
H (-1.7410, -1.3728, -1.3142)
H (-1.3358, 0.0978, -1.9946)
H (2.4518, -0.5993, -0.8248)
H (-0.3499, -2.3982, 0.0245)
H (0.8399, 2.4294, -0.3870)
H (-2.4562, 0.5565, 1.8573)
H (2.6775, 1.0745, -0.9810)